[1]
C10H28AgClFO10P2 as an isolated structure in a non-equilibrium geometry, computed with ωB97M-V/def2-TZVPD.

XYZ file:
```
53
Properties=species:S:1:pos:R:3:forces:R:3
Ag 1.80537 -1.48891 -1.32477 -0.416 -1.598 0.137
F -0.20212 -2.61906 -1.55003 0.169 0.679 0.107
Cl 3.26027 -3.71706 -0.32398 -0.064 0.586 -0.065
C -0.73708 -0.06257 4.15666 0.379 -0.348 -0.176
O -0.34125 -0.01615 2.78654 0.296 0.084 -0.644
P 0.92871 -0.84471 2.24967 -0.448 -1.616 0.841
O 1.24637 -0.54496 0.85845 -0.081 0.936 0.218
O 2.06126 -0.58312 3.34155 0.018 0.100 -0.195
C 2.58015 0.74957 3.46662 -0.021 -0.408 0.113
O 0.61017 -2.36725 2.57858 0.366 1.234 0.023
C -0.04514 -3.13249 1.54013 -0.626 -0.519 -0.112
H -0.32846 -0.94925 4.64386 0.040 0.059 0.075
H -1.82073 -0.12637 4.20006 -0.048 0.215 -0.060
H -0.35752 0.84043 4.63128 -0.183 -0.002 0.247
H 2.02136 1.43065 2.82551 0.054 0.228 0.173
H 3.63477 0.76783 3.19394 -0.049 -0.135 -0.190
H 2.51386 1.00396 4.52403 -0.167 0.274 -0.085
H -0.35712 -2.53811 0.68010 0.319 0.005 -0.160
H -0.94062 -3.57070 1.99025 0.106 -0.009 0.081
H 0.62589 -3.91868 1.20880 0.154 0.142 -0.122
C -3.98788 -1.69372 0.41420 -0.163 -0.529 0.866
O -3.83460 -0.27964 0.51095 -0.145 0.326 -0.062
P -3.91291 0.62534 -0.78811 -0.094 0.450 0.411
O -5.15147 0.48665 -1.57787 0.951 -0.024 -0.036
O -3.75913 2.06554 -0.08366 0.029 -0.565 0.406
C -4.46051 3.19884 -0.55482 0.021 0.337 -0.385
O -2.53452 0.40082 -1.53246 -1.105 -0.025 -0.290
C -1.29591 0.51869 -0.83387 1.302 0.354 0.372
H -4.24810 -2.05157 -0.57814 0.323 0.120 -0.157
H -4.78849 -2.00890 1.09184 -0.126 0.296 -0.133
H -3.08846 -2.15056 0.82604 0.179 -0.057 -0.539
H -4.80226 3.85491 0.24805 0.079 -0.473 0.397
H -5.32695 2.87659 -1.12961 0.061 0.183 -0.229
H -3.76169 3.80917 -1.13098 -0.204 -0.088 -0.359
H -0.84255 -0.43848 -0.58009 -0.499 -0.338 -0.155
H -1.35641 1.14100 0.06116 -0.356 -0.093 0.006
H -0.57228 1.00089 -1.49149 -0.231 0.015 -0.173
C 4.24253 0.34796 -0.17850 0.020 0.477 0.010
O 3.57544 0.16057 -1.41075 -0.451 -0.251 0.249
C 3.30532 1.33390 -2.12462 0.503 -0.145 -0.886
C 2.47372 1.01023 -3.35113 -0.269 -0.397 0.598
O 1.25211 0.42034 -2.94500 0.183 0.515 -0.055
C 0.45261 0.01369 -4.02832 -0.400 0.158 -0.606
H 5.28299 0.61438 -0.39003 0.065 0.108 0.226
H 4.20353 -0.54912 0.43496 -0.095 -0.313 -0.423
H 3.74036 1.13883 0.39009 0.136 0.126 -0.012
H 4.25887 1.70491 -2.53001 -0.004 0.403 0.192
H 2.80820 2.12954 -1.56095 0.028 -0.208 0.431
H 3.01599 0.30394 -3.98628 0.067 0.065 -0.165
H 2.29295 1.95591 -3.87215 -0.015 -0.028 -0.271
H 0.20744 0.84818 -4.70423 0.220 0.160 0.147
H -0.50028 -0.35586 -3.65650 0.217 -0.295 0.257
H 0.95419 -0.74604 -4.63496 -0.027 -0.172 0.163
```
Forces are in eV/Å.

- Energy relative to the best compared isomer or geometry (same formula, charge and spin): 24.79 kJ/mol
- Highest occupied orbital energy: -4.206 eV
- HOMO-LUMO gap: 6.7 eV
- Charge: -1
- Calculated total energy: -69121.76900 eV

These are the Löwdin partial charges, in e, on atoms 1 to 2:
1 Ag 0.617
2 F -0.682

[2]
A 3-piece molecular cluster, C10H28BrN2O2 overall in a non-equilibrium geometry, computed with ωB97M-V/def2-TZVPD.

XYZ file:
```
43
Properties=species:S:1:pos:R:3:forces:R:3
C 3.87791 3.18935 -2.85755 -0.799 1.831 -0.581
N 2.69436 2.56164 -3.57497 0.949 -1.817 -0.113
C 2.93108 2.56193 -5.07629 0.919 0.073 0.790
C 2.74283 1.11032 -3.06036 -0.262 0.460 0.067
C 1.35723 3.31230 -3.34137 0.932 0.511 2.346
C 0.82752 3.17049 -1.84273 0.799 0.350 -0.625
O 0.26899 1.93944 -1.76367 -1.235 -1.499 -1.448
H 4.84668 2.73882 -3.07342 -0.495 -0.647 0.037
H 3.66460 3.30061 -1.79444 0.064 -0.524 -0.110
H 3.96590 4.20660 -3.23908 -0.060 0.171 -0.051
H 3.04841 3.58726 -5.42707 -0.512 0.032 0.052
H 2.15284 2.00221 -5.59509 0.021 0.186 0.191
H 3.91067 2.11149 -5.23634 -0.153 -0.309 -0.051
H 2.76393 1.15191 -1.97136 -1.340 -0.091 0.082
H 3.70513 0.61052 -3.17117 0.236 0.488 -1.198
H 1.94687 0.58411 -3.58730 -0.009 -0.210 0.761
H 0.55266 2.98919 -4.00195 0.505 -0.283 -0.186
H 1.73422 4.30818 -3.57419 -0.777 0.347 -0.014
H 0.05616 3.88385 -1.55251 0.182 0.824 -0.680
H 1.62074 3.28732 -1.10432 0.391 0.133 -0.036
H 0.40967 1.45294 -0.94813 0.574 -0.282 1.162
C -2.48656 -1.12635 3.80597 -0.033 -0.698 2.688
N -2.03756 -2.16271 2.89629 -0.634 -1.273 -3.707
C -1.91631 -1.45610 1.51661 0.676 -0.407 0.655
C -0.71678 -2.85038 3.27613 -0.627 1.136 0.745
C -3.17932 -3.24471 2.54858 0.672 0.816 0.865
C -3.39822 -4.29260 3.62979 -0.235 0.094 1.384
O -3.84808 -3.78187 4.89657 0.796 0.522 -0.069
H -3.42857 -0.65381 3.52773 0.191 -0.189 -0.416
H -1.71265 -0.40330 4.06360 0.145 0.077 -0.727
H -2.64464 -1.67572 4.73403 -0.437 0.281 0.282
H -1.27082 -0.58613 1.63743 0.394 -0.325 -0.153
H -2.87808 -1.09243 1.15491 -0.282 -0.257 0.458
H -1.55126 -2.21018 0.81932 0.298 0.335 -0.055
H -0.86509 -3.51246 4.12922 -0.358 0.031 -0.142
H -0.07055 -2.05392 3.64510 0.207 0.046 -0.380
H -0.24718 -3.40079 2.46088 -0.440 0.272 -0.211
H -2.86224 -3.68094 1.60134 0.288 -0.384 0.048
H -4.02826 -2.61303 2.28709 -0.278 -0.178 0.420
H -2.46442 -4.79777 3.87662 0.092 0.029 -0.309
H -4.09952 -5.10364 3.43363 0.010 0.153 -1.243
H -4.80619 -3.80531 4.95206 -0.312 0.013 -0.243
Br 1.43404 0.44382 0.90051 -0.063 0.164 -0.286
```
Forces are in eV/Å.

- Energy relative to the best compared isomer or geometry (same formula, charge and spin): 52.90 kJ/mol
- <S²>: 0.75
- Highest occupied orbital energy (alpha / beta): -1.534 / -7.595 eV
- HOMO-LUMO gap (alpha / beta): 1.3 / 7.3 eV
- Charge: 0
- Spin multiplicity: 2
- Calculated total energy: -87935.25635 eV

These are the Löwdin partial charges, in e, on atoms 1 to 2:
1 C -0.014
2 N -0.333

[3]
C10H28KN2O3 as an isolated structure in a non-equilibrium geometry, computed with ωB97M-V/def2-TZVPD.

XYZ file:
```
44
Properties=species:S:1:pos:R:3:forces:R:3
K -0.90678 0.34866 -2.67367 0.065 -0.073 0.099
C -3.61116 1.85010 4.52249 -0.335 1.025 0.106
C -4.07099 1.54142 3.16400 0.009 -1.790 -2.030
O -3.37546 2.30845 2.15486 -0.648 -0.242 0.321
H -2.60167 1.46127 4.65613 -0.236 0.090 0.558
H -4.38973 1.55724 5.22687 0.549 -0.348 0.372
H -3.61396 2.94005 4.51267 0.386 0.205 0.670
H -5.15362 1.50461 3.04301 -0.245 0.994 -0.023
H -3.86053 0.50694 2.89260 0.460 -0.178 0.052
H -3.72377 3.20091 2.21657 0.082 0.224 -0.080
C -0.66170 -4.90660 0.54730 1.115 0.126 2.652
C -1.21931 -5.60119 -0.62293 1.690 0.593 -0.291
C -2.66258 -5.37219 -0.88661 -2.675 -0.297 1.075
O -3.15607 -4.03712 -0.74577 1.476 1.059 0.035
C -4.55360 -3.87974 -0.58791 0.185 -2.034 -1.173
N -0.57865 -5.05385 -1.78049 0.098 0.876 -2.719
H -0.87677 -3.84415 0.66153 -0.410 -0.180 -0.212
H 0.42111 -4.98737 0.64270 0.346 0.078 -0.943
H -0.85019 -5.44285 1.47736 -0.984 0.176 0.244
H -0.91288 -6.64552 -0.56312 -0.968 -0.476 0.326
H -3.25697 -5.94309 -0.17326 -0.064 -0.568 -0.015
H -2.87331 -5.72534 -1.89606 -0.363 -0.197 -0.122
H -5.03530 -4.36465 -1.43699 -0.262 0.265 -0.626
H -4.86176 -2.83424 -0.59606 0.337 -0.188 0.579
H -4.91383 -4.55154 0.19121 -0.102 0.732 0.906
H 0.28785 -5.43929 -2.12792 0.491 -0.255 0.929
H -1.20576 -5.33477 -2.52070 0.098 0.436 -0.696
C 5.78662 3.85787 -2.41245 -0.909 -0.036 0.838
C 4.38445 3.30282 -2.00404 0.724 1.293 1.189
C 3.68908 4.18884 -0.85884 0.479 -1.410 -1.216
O 4.29305 3.90482 0.39448 0.100 0.508 0.077
C 3.63109 4.39798 1.54855 -0.900 -0.077 0.604
N 3.54549 3.17493 -3.17798 -0.672 0.062 -0.199
H 6.45901 3.74546 -1.56194 0.347 -0.171 -0.329
H 5.74918 4.92273 -2.64213 -0.289 0.161 0.099
H 6.12004 3.39282 -3.34017 0.345 -0.374 0.314
H 4.46272 2.29264 -1.60216 0.309 0.045 0.233
H 2.64330 3.88336 -0.89245 -0.330 -0.040 0.365
H 3.72478 5.23599 -1.15935 0.233 0.297 0.256
H 2.60046 4.04867 1.61078 -0.282 -0.242 -0.359
H 3.55123 5.46930 1.73290 0.402 0.459 -0.962
H 4.06001 4.06470 2.49356 0.692 -0.572 -0.495
H 3.35400 4.09046 -3.55908 -0.161 0.364 -0.043
H 4.16278 2.77048 -3.86752 -0.183 -0.321 -0.366
```
Forces are in eV/Å.

- Energy relative to the best compared isomer or geometry (same formula, charge and spin): 327.41 kJ/mol
- Highest occupied orbital energy: -11.532 eV
- HOMO-LUMO gap: 7.5 eV
- Charge: +1
- Calculated total energy: -36263.55270 eV

These are the Löwdin partial charges, in e, on atoms 1 to 2:
1 K 0.961
2 C -0.090

- Among the records above, which one has the highest energy relative to the best compared isomer or geometry (same formula, charge and spin)?
  C10H28KN2O3